The following is a quantum chemistry calculation of a 2-piece molecular cluster, C15H23N2O7 overall in a non-equilibrium geometry, from the OMol25 dataset.

```
47
Properties=species:S:1:pos:R:3:forces:R:3
C 1.608761 2.621209 -2.482052 0.160 1.046 0.398
C 0.779428 1.386877 -2.633859 -1.576 0.718 -0.170
C -0.648395 1.404280 -2.649057 -1.187 0.921 0.041
C -1.333956 0.074704 -2.652954 0.031 -0.447 0.055
C -2.837062 0.187930 -2.923297 0.283 0.170 -0.008
C -3.368347 1.386162 -2.149317 -0.072 -0.158 0.261
O -2.804045 2.610371 -2.605246 0.157 0.160 -0.254
C -1.424008 2.629805 -2.715201 2.544 -1.056 -0.087
O -0.833213 3.692569 -2.893529 -1.973 1.078 -0.112
O 1.372703 0.318701 -2.738606 1.192 -1.790 0.048
H 1.003683 3.515343 -2.339352 0.248 -0.211 -0.057
H 2.268963 2.514612 -1.620750 0.188 -0.289 -0.004
H 2.228271 2.765762 -3.366238 0.083 -0.089 -0.101
H -0.844055 -0.570426 -3.389170 -0.109 -0.108 -0.002
H -1.159665 -0.405812 -1.682432 -0.147 -0.251 0.023
H -3.012339 0.349269 -3.993387 -0.019 0.129 0.051
H -3.377619 -0.732228 -2.660016 0.101 0.191 0.135
H -4.460341 1.483007 -2.220428 0.234 0.126 -0.136
H -3.119726 1.297992 -1.083097 -0.026 -0.245 -0.028
C 2.422094 -3.328530 -2.588996 -0.552 0.394 0.088
C 2.386137 -3.280511 -1.069318 1.694 -0.397 -0.490
C 2.317955 -4.666152 -0.440142 -0.264 0.063 0.261
O 1.294539 -2.478439 -0.632728 -0.891 1.244 1.968
C 1.520681 -2.022692 0.629258 3.011 -2.087 -0.156
N 0.559352 -1.191411 1.182611 -3.575 2.027 -1.216
N 0.781386 -0.768742 2.302379 3.529 -1.200 1.077
C -0.160326 0.088609 2.856886 -2.969 1.460 -0.656
O -1.297953 0.089630 2.445911 0.393 -0.076 0.578
O 0.274944 0.912188 3.849886 0.670 -1.584 -1.140
C -0.775440 1.767552 4.285939 -1.325 1.187 -0.148
C -0.195471 3.003391 4.957324 0.528 -0.384 -0.107
C -1.741442 1.016951 5.191877 0.124 -0.315 -0.047
O 2.506475 -2.319832 1.267065 -0.223 0.084 -0.286
H 3.258899 -3.925862 -2.952443 0.035 -0.028 0.222
H 1.498447 -3.764852 -2.966753 -0.072 -0.078 -0.087
H 2.501965 -2.321950 -3.000024 -0.048 0.048 0.044
H 3.294670 -2.761308 -0.705823 -0.320 -0.432 -0.292
H 3.137062 -5.300848 -0.779348 0.026 0.111 -0.061
H 2.361632 -4.593971 0.647577 0.087 -0.057 -0.103
H 1.376038 -5.150372 -0.698943 -0.050 -0.036 -0.150
H -1.304167 2.072643 3.362691 0.072 -0.002 0.575
H -0.978491 3.684898 5.289962 -0.087 -0.149 -0.103
H 0.397354 2.711271 5.822975 0.028 0.011 0.146
H 0.464077 3.538179 4.274883 -0.027 0.027 -0.042
H -2.543084 1.666215 5.544468 0.055 0.068 -0.081
H -2.184169 0.172790 4.662042 -0.041 0.138 0.038
H -1.212196 0.621026 6.058790 0.078 0.071 0.114
```
Positions in Å, forces in eV/Å.

Results
Kohn-Sham gap ... 0.140 Ha
Relative energy (zero: lowest compared OMol25 entry of this formula, charge and spin) ... 124.6 kcal/mol
E_tot ... -33240.29544 eV
HOMO energy ... -2.97 eV
Lowest unoccupied orbital energy ... 0.839 eV
Charge ... -1
Spin multiplicity ... 1

For reference, the Löwdin charges in units of e are: number 1, C, carries -0.038; number 2, C, carries -0.498; number 3, C, carries -0.133; number 4, C, carries -0.195; number 5, C, carries -0.179; number 6, C, carries -0.210; number 7, O, carries -0.026; number 8, C, carries -0.467; number 9, O, carries -0.022; number 10, O, carries -0.050; number 11, H, carries 0.049; number 12, H, carries 0.068; number 13, H, carries 0.074; number 14, H, carries 0.103; number 15, H, carries 0.104; number 16, H, carries 0.111; number 17, H, carries 0.103; number 18, H, carries 0.111; number 19, H, carries 0.123; number 20, C, carries -0.030; number 21, C, carries -0.423; number 22, C, carries -0.042; number 23, O, carries 0.060; number 24, C, carries -0.478; number 25, N, carries 0.181; number 26, N, carries 0.162; number 27, C, carries -0.484; number 28, O, carries 0.117; number 29, O, carries 0.045; number 30, C, carries -0.428; number 31, C, carries -0.038; number 32, C, carries -0.038; number 33, O, carries 0.100; number 34, H, carries 0.079; number 35, H, carries 0.083; number 36, H, carries 0.080; number 37, H, carries 0.148; number 38, H, carries 0.082; number 39, H, carries 0.071; number 40, H, carries 0.084; number 41, H, carries 0.150; number 42, H, carries 0.083; number 43, H, carries 0.080; number 44, H, carries 0.083; number 45, H, carries 0.085; number 46, H, carries 0.075; number 47, H, carries 0.085

=====

The following is a quantum chemistry calculation of C12H17Br4IrO9P3 as an isolated structure in a non-equilibrium geometry, from the OMol25 dataset.

```
46
Properties=species:S:1:pos:R:3:forces:R:3
Ir 1.200349 2.011755 -0.268068 0.780 -0.967 -0.760
O 1.710123 3.746115 1.335281 -0.188 0.228 -0.048
P 0.665763 4.633872 0.396408 0.057 0.546 0.632
O 0.787273 6.066801 0.618312 0.054 -0.012 -0.060
O 0.840951 3.992212 -0.978739 -0.081 -0.335 0.112
O -0.680265 3.997268 1.043355 -0.107 0.007 -0.368
P -1.736719 3.064839 0.250807 -0.352 -0.076 0.052
O -2.708436 2.682093 1.468664 -0.037 0.211 0.039
O -2.414714 3.720066 -0.863909 -0.017 0.064 0.040
O -1.010868 1.718310 -0.060429 0.346 0.356 0.178
H 2.583918 4.164220 1.370479 -0.059 -0.136 -0.055
H -3.238031 3.459468 1.707497 0.023 -0.250 -0.036
Br 5.272085 -3.941070 -0.439479 0.018 0.038 0.024
C 4.689105 -2.165144 -0.289902 -0.393 -0.072 -0.056
C 5.640287 -1.118188 -0.127742 0.077 0.361 0.052
Br 7.466335 -1.526900 0.018539 -0.043 -0.015 -0.031
C 5.224437 0.191593 -0.067712 0.516 -0.124 0.001
Br 6.425674 1.624356 0.112846 -0.112 -0.031 -0.004
C 3.848609 0.525266 -0.142295 -0.324 -0.094 -0.003
O 3.418341 1.707916 -0.125637 -0.134 0.215 0.096
C 2.864737 -0.554351 -0.242697 0.028 0.250 0.005
O 1.636607 -0.235506 -0.248510 -0.238 0.215 0.052
C 3.339491 -1.878528 -0.348352 0.287 -0.377 0.034
Br 2.050012 -3.236226 -0.541946 0.002 -0.021 -0.094
C -3.805635 -0.381605 1.567794 0.099 -0.020 -0.040
C -3.295130 -0.421523 0.127745 0.289 0.138 0.198
P -1.475093 -0.541868 -0.003423 -0.383 -0.635 -0.047
C -0.948332 -1.980986 1.019545 -0.037 0.303 -0.113
C -1.558460 -3.328971 0.635897 0.033 0.060 0.043
C -1.086380 -0.862618 -1.763131 -0.023 0.134 0.201
C -2.148841 -1.648066 -2.536715 0.051 0.034 0.019
H -4.893177 -0.318890 1.567693 0.002 0.021 0.021
H -3.409345 0.485762 2.089877 -0.029 0.003 0.044
H -3.524587 -1.281279 2.117297 -0.028 -0.008 -0.013
H -3.582303 0.482825 -0.413628 -0.030 -0.036 -0.041
H -3.708339 -1.284021 -0.399183 0.002 0.021 -0.080
H -1.196492 -1.717998 2.049705 0.027 0.008 0.003
H 0.138778 -2.010853 0.937987 -0.085 0.057 0.068
H -2.648597 -3.298527 0.644905 0.001 -0.041 -0.052
H -1.239370 -4.080831 1.359212 -0.015 -0.016 -0.016
H -1.215162 -3.650764 -0.346800 -0.056 -0.002 -0.028
H -0.132362 -1.386238 -1.765134 0.114 0.010 0.035
H -0.927251 0.113789 -2.225182 0.027 0.008 0.029
H -2.376316 -2.602000 -2.061674 -0.034 0.001 -0.025
H -1.770852 -1.855651 -3.537865 -0.020 -0.001 -0.003
H -3.071815 -1.079936 -2.641705 -0.005 -0.018 -0.002
```
Positions in Å, forces in eV/Å.

Results
Kohn-Sham gap (spin up / spin down) ... 0.300 / 0.241 Ha
Relative energy (zero: lowest compared OMol25 entry of this formula, charge and spin) ... 24.5 kcal/mol
E_tot ... -342025.32221 eV
HOMO energy (spin up / spin down) ... -8.34 / -9.14 eV
Lowest unoccupied orbital energy (spin up / spin down) ... -0.170 / -2.595 eV
Spin multiplicity ... 6
Expectation value of S² ... 8.78

For reference, the Löwdin charges in units of e are: number 1, Ir, carries 1.389; number 2, O, carries -0.210; number 3, P, carries 0.191; number 4, O, carries -0.237; number 5, O, carries -0.397; number 6, O, carries -0.266; number 7, P, carries 0.215; number 8, O, carries -0.123; number 9, O, carries -0.242; number 10, O, carries -0.526; number 11, H, carries 0.094; number 12, H, carries 0.099; number 13, Br, carries 0.763; number 14, C, carries -0.736; number 15, C, carries -0.741; number 16, Br, carries 0.759; number 17, C, carries -0.645; number 18, Br, carries 0.816; number 19, C, carries -0.393; number 20, O, carries -0.131; number 21, C, carries -0.387; number 22, O, carries -0.179; number 23, C, carries -0.623; number 24, Br, carries 0.842; number 25, C, carries -0.131; number 26, C, carries -0.353; number 27, P, carries 1.123; number 28, C, carries -0.372; number 29, C, carries -0.136; number 30, C, carries -0.346; number 31, C, carries -0.130; number 32, H, carries 0.081; number 33, H, carries 0.056; number 34, H, carries 0.063; number 35, H, carries 0.094; number 36, H, carries 0.077; number 37, H, carries 0.082; number 38, H, carries 0.007; number 39, H, carries 0.069; number 40, H, carries 0.080; number 41, H, carries 0.055; number 42, H, carries 0.050; number 43, H, carries 0.086; number 44, H, carries 0.060; number 45, H, carries 0.081; number 46, H, carries 0.073